(1)
86
Properties=species:S:1:pos:R:3 method="wB97M-V/def2-TZVPD" energy_ha=-7489.9633 total_charge=-2 homo_energy_ev="-3.20 / -3.38" de_lowest_kj_mol=194.6 largest_force_ev_per_a=2.23 spin_multiplicity=2 gap_ev="6.98 / 6.66"
Sc -0.61819 -0.91628 -1.31605
C -2.91065 2.68553 -0.56626
C -2.04223 1.90159 0.41872
C -2.13125 2.51519 1.82084
O -2.42466 0.53433 0.46942
C -0.56974 1.94140 -0.08484
O 0.00858 3.01679 -0.11030
O -0.06812 0.82014 -0.42769
H -3.95730 2.65411 -0.25476
H -2.82485 2.27256 -1.57277
H -2.58135 3.72140 -0.58541
H -3.17173 2.70136 2.09205
H -1.58550 3.45467 1.83312
H -1.69502 1.82675 2.54833
H -3.38965 0.49366 0.50324
N -4.02757 -2.03725 -1.51734
C -3.32861 -2.41884 -0.40482
N -3.87868 -3.13258 0.57720
N -2.92924 -3.23970 1.48833
N -1.86126 -2.63871 1.10493
N -2.05326 -2.09420 -0.11776
C -3.66155 -1.01164 -2.34164
N -4.43073 -0.50859 -3.30177
N -3.72033 0.49748 -3.80360
N -2.59951 0.61725 -3.19546
N -2.49965 -0.32841 -2.23703
H -4.89000 -2.51218 -1.71801
Cl 0.14432 -2.77988 -5.95903
Ge -1.52493 -2.16780 -4.46600
Cl -2.88610 -3.96939 -4.88958
Cl -0.52513 -3.17339 -2.55826
C 1.75218 1.00515 -6.89855
C 0.90211 0.75039 -5.66796
O 1.62399 1.21622 -4.52630
P 0.92500 1.04746 -3.07466
O 0.21682 -0.27052 -3.03495
Te 2.71958 1.56966 -1.61286
O -0.21151 2.17648 -3.07803
C 0.18380 3.53274 -3.18799
C -1.04259 4.35302 -3.54688
H 1.22950 0.64401 -7.78038
H 2.69494 0.47292 -6.80354
H 1.96519 2.06761 -7.00139
H 0.70810 -0.31958 -5.56386
H -0.06055 1.27099 -5.72934
H 0.95360 3.62501 -3.96628
H 0.60628 3.85613 -2.22878
H -1.49491 3.96162 -4.45475
H -0.76092 5.39314 -3.69351
H -1.76645 4.27906 -2.74235
F -0.17959 -1.37707 8.46745
C -0.06174 -1.23433 7.11391
C 0.24293 0.00840 6.59722
C 0.35064 0.14319 5.22256
C 0.15904 -0.93536 4.37374
C -0.15334 -2.16413 4.93378
C -0.25785 -2.33339 6.30247
Sb 0.09017 -0.75890 2.18141
C 1.82908 0.59776 2.26577
C 3.13459 0.19194 2.03191
C 4.18159 1.09726 2.05226
C 3.89973 2.42930 2.27004
F 4.92452 3.32585 2.31687
C 2.61116 2.87887 2.46701
C 1.58534 1.94955 2.47331
C 1.33317 -2.55880 2.07597
C 1.13266 -3.51004 1.08632
C 1.94238 -4.63220 0.99393
C 2.96911 -4.78132 1.90551
F 3.78413 -5.87027 1.82735
C 3.18314 -3.86379 2.91631
C 2.35727 -2.75570 2.99315
H 0.39481 0.83854 7.27056
H 0.59929 1.10791 4.80798
H -0.31673 -3.00543 4.27780
H -0.48400 -3.29429 6.74275
H 3.35146 -0.84590 1.83612
H 5.20274 0.78445 1.90804
H 2.41890 3.93209 2.61183
H 0.57259 2.29264 2.64134
H 0.31016 -3.40155 0.38757
H 1.79126 -5.36934 0.21930
H 3.98285 -4.01022 3.62740
H 2.50642 -2.04177 3.79194
N 2.55145 -0.80035 -0.96886
C 1.55041 -1.39049 -0.85742

(2)
98
Properties=species:S:1:pos:R:3 method="wB97M-V/def2-TZVPD" energy_ha=-5211.3391 total_charge=+1 homo_energy_ev="-9.93 / -10.39" de_lowest_kj_mol=57.0 largest_force_ev_per_a=1.68 spin_multiplicity=4 gap_ev="7.28 / 6.98"
Re 0.13104 0.16852 0.77206
C -0.68759 4.75658 1.47277
C -0.08253 3.45894 1.03432
N -0.52194 2.31569 1.47012
N -1.50683 2.34859 2.37882
C -2.26880 1.31379 2.56160
N -3.16771 1.34285 3.56084
S -2.31817 -0.10975 1.56215
C 0.99741 3.47852 0.05975
C 1.63973 4.66676 -0.31438
C 2.63235 4.62494 -1.27244
C 3.01254 3.39878 -1.79820
C 2.35615 2.26605 -1.34279
N 1.35661 2.30869 -0.48101
H -1.53381 4.55439 2.12242
H 0.03764 5.35698 2.01946
H -1.02044 5.31814 0.60193
H -3.27738 2.16832 4.12378
H -3.83343 0.59502 3.64036
H 1.37407 5.60631 0.13880
H 3.10911 5.53758 -1.59569
H 3.79291 3.32492 -2.53898
H 2.63199 1.27620 -1.68204
C -3.87036 -0.79400 -4.83658
C -2.57451 -1.46208 -5.18035
C -2.38163 -2.07678 -6.40916
C -1.18522 -2.70012 -6.71990
C -0.15860 -2.72412 -5.79230
C -0.32176 -2.10360 -4.56726
C -1.52131 -1.46896 -4.26019
N -1.68842 -0.74771 -3.06004
C -0.95932 -0.90337 -1.91676
N -0.67553 -2.17279 -1.59122
C -0.05832 -2.72841 -0.46440
C 0.38718 -1.94359 0.61372
C 1.01038 -2.63710 1.65796
C 1.17640 -4.00579 1.65106
C 0.70772 -4.74821 0.58124
C 0.09157 -4.12695 -0.48864
C -0.39114 -4.95850 -1.64323
N -0.64192 0.14953 -1.18075
C -1.06878 1.42179 -1.68274
C -2.10857 2.07037 -1.01750
C -2.49907 3.34333 -1.37831
C -1.86292 3.97728 -2.43165
C -0.89166 3.30389 -3.15022
C -0.48723 2.01675 -2.81048
C 0.50735 1.30690 -3.67666
H -4.61844 -1.01301 -5.59170
H -3.75225 0.28954 -4.78440
H -4.24004 -1.13849 -3.87178
H -3.18291 -2.06445 -7.13324
H -1.05367 -3.16229 -7.68491
H 0.77660 -3.21031 -6.02462
H 0.50061 -2.08461 -3.86653
H -2.15679 0.14383 -3.16683
H -1.03537 -2.85533 -2.24819
H 1.40989 -2.08497 2.49448
H 1.68261 -4.49428 2.46813
H 0.83190 -5.81935 0.57611
H -0.14511 -6.00061 -1.45694
H 0.08487 -4.66852 -2.58069
H -1.47364 -4.89035 -1.76136
H -2.61826 1.55784 -0.21404
H -3.28999 3.83382 -0.83322
H -2.14584 4.98091 -2.70719
H -0.43156 3.78432 -4.00126
H 1.31508 1.97787 -3.95574
H 0.02336 0.98511 -4.59894
H 0.92786 0.43531 -3.18244
Br 6.88371 0.33766 1.92310
C 5.03085 0.29932 1.47341
C 4.52896 -0.71732 0.68071
C 3.17146 -0.76470 0.41043
C 2.28233 0.17891 0.92927
C 2.83613 1.20756 1.70025
C 4.19203 1.28173 1.96955
H 5.18889 -1.47905 0.29570
H 2.80693 -1.57807 -0.20239
H 2.20015 1.98640 2.10549
H 4.59246 2.08248 2.57335
C 2.04866 -0.00725 4.73159
C 0.66912 -0.34365 4.24372
O 0.28314 -0.00312 3.12727
C -0.20021 -1.12338 5.13968
C -1.38680 -1.66808 4.63507
C -2.19674 -2.45048 5.43416
C -1.83480 -2.71423 6.74603
C -0.66206 -2.17948 7.25832
C 0.14720 -1.38565 6.46986
H 2.62934 0.43761 3.92762
H 2.54860 -0.90754 5.08153
H 1.99075 0.69682 5.56046
H -1.65305 -1.48536 3.60413
H -3.10562 -2.87005 5.03029
H -2.46050 -3.33740 7.36739
H -0.37250 -2.39202 8.27569
H 1.04543 -0.96820 6.89433